[1]
{"formula": "C2H5N3O3", "method": "ωB97M-V/def2-TZVPD", "total_charge": 0, "multiplicity": 1, "orbital_gap_ev": 7.07, "e_above_lowest_kcal_mol": 193.60, "e_homo_ev": -8.965, "total_energy_ev": -12759.2057, "symbols": ["C", "C", "H", "H", "H", "H", "H", "N", "N", "N", "O", "O", "O"], "positions_angstrom": [[0.42618, -0.24719, -0.24453], [-1.79641, -0.91042, -0.33590], [-0.74900, 1.73259, 0.99943], [-0.96333, 1.99197, -0.77418], [1.55117, 1.40740, 0.48116], [-2.53602, -1.03561, -1.13120], [2.33480, -1.97096, 1.39412], [-0.33366, 1.96311, 0.09724], [0.82950, 1.08863, -0.05468], [1.17134, -1.35835, -0.29194], [-0.70980, -0.56524, -1.00786], [-1.74398, -1.21479, 0.89312], [2.51920, -0.88115, -0.02478]], "forces_ev_per_a": [[3.55, -3.48, -1.64], [1.00, -2.18, 4.34], [-0.66, 0.12, -0.77], [1.46, -0.41, 2.20], [2.43, 0.08, 1.58], [-0.90, -0.13, 0.81], [1.31, 2.68, -3.00], [0.52, 0.09, -0.93], [-6.08, -1.39, -2.66], [0.19, 4.60, 0.03], [0.21, 2.46, 0.56], [-1.17, 1.63, -4.77], [-1.85, -4.06, 4.26]]}


[2]
{"formula": "C35H63AlN8O", "method": "ωB97M-V/def2-TZVPD", "total_charge": 2, "multiplicity": 1, "orbital_gap_ev": 1.38, "e_above_lowest_kcal_mol": 72.55, "e_homo_ev": -14.294, "total_energy_ev": -57855.8008, "symbols": ["Al", "C", "C", "C", "O", "H", "H", "H", "H", "H", "H", "H", "C", "C", "C", "C", "N", "H", "H", "H", "H", "H", "H", "H", "C", "C", "C", "C", "N", "H", "H", "H", "H", "H", "H", "H", "C", "C", "C", "C", "N", "H", "H", "H", "H", "H", "H", "H", "C", "C", "C", "C", "N", "H", "H", "H", "H", "H", "H", "H", "C", "C", "C", "C", "N", "H", "H", "H", "H", "H", "H", "H", "C", "C", "C", "C", "N", "H", "H", "H", "H", "H", "H", "H", "C", "C", "C", "C", "N", "H", "H", "H", "H", "H", "H", "H", "C", "C", "C", "C", "N", "H", "H", "H", "H", "H", "H", "H"], "positions_angstrom": [[-4.80454, -0.23482, -5.81368], [0.16248, -0.78723, -1.24909], [-0.99009, 0.04018, -0.73991], [-0.41598, 1.31530, -0.09546], [-1.88398, 0.31876, -1.74359], [-0.17160, -1.76338, -1.60068], [0.91019, -0.91706, -0.46666], [0.70986, -0.23595, -2.01366], [-1.43678, -0.55192, 0.05883], [0.09475, 1.02449, 0.82252], [-1.16051, 2.03591, 0.24291], [0.24523, 1.75115, -0.84442], [-1.18476, 8.44783, -1.16714], [-1.25108, 6.91446, -1.55368], [-2.72187, 6.46967, -1.51427], [-3.27850, 6.57090, -0.14358], [-3.70067, 6.69612, 0.91902], [-1.14606, 8.53448, -0.08128], [-2.05302, 8.97308, -1.56505], [-0.31673, 8.93021, -1.61651], [-0.60760, 6.31399, -0.91068], [-0.83520, 6.80225, -2.55496], [-2.81076, 5.44846, -1.88481], [-3.33940, 7.06248, -2.18907], [-8.29784, -0.15544, 2.22544], [-6.79340, 0.17228, 2.41721], [-6.42165, 1.36255, 1.62115], [-6.76016, 1.30930, 0.20844], [-7.06873, 1.24821, -0.93552], [-8.57890, -0.21501, 1.17399], [-8.87439, 0.65727, 2.66728], [-8.63866, -1.06505, 2.71996], [-6.21544, -0.67588, 2.05024], [-6.57536, 0.26766, 3.48091], [-5.34749, 1.54760, 1.62770], [-6.92698, 2.25549, 1.98912], [4.67327, -4.98585, -1.87720], [4.50461, -5.43921, -3.33830], [4.77788, -6.92060, -3.55771], [6.16101, -7.31581, -3.34583], [7.22166, -7.68379, -3.16689], [4.02440, -5.51257, -1.17747], [4.46038, -3.91689, -1.86665], [5.68798, -5.20623, -1.54570], [5.17810, -4.84458, -3.95549], [3.54495, -5.12705, -3.75029], [4.47169, -7.10815, -4.58688], [4.23402, -7.57887, -2.88023], [5.37878, 1.51823, 1.06299], [6.21204, 2.22096, 0.01556], [6.58655, 3.67622, 0.28243], [5.49110, 4.59254, 0.57992], [4.67281, 5.38551, 0.80362], [5.89757, 1.59971, 2.01816], [5.25022, 0.46858, 0.79875], [4.39158, 1.96431, 1.18353], [5.72566, 2.11264, -0.95388], [7.16529, 1.70421, -0.09573], [7.13642, 4.09888, -0.55846], [7.27324, 3.81465, 1.11755], [1.45768, 2.86451, 5.12135], [0.16185, 3.57102, 4.68476], [-1.04869, 2.58505, 4.75535], [-1.19689, 2.14820, 6.11414], [-1.30080, 1.78915, 7.18662], [1.51784, 1.83519, 4.76784], [1.61870, 2.94975, 6.19601], [2.29402, 3.32708, 4.59727], [0.23463, 3.95176, 3.66601], [-0.05338, 4.44807, 5.29514], [-0.98755, 1.76522, 4.03965], [-1.96311, 3.11627, 4.49131], [2.64252, 4.45166, -6.44268], [3.51696, 3.17464, -6.51773], [2.94325, 1.88633, -5.79391], [1.61768, 1.53872, -6.25133], [0.56666, 1.23232, -6.61801], [3.00260, 5.25828, -7.08128], [2.60080, 4.76352, -5.39909], [1.60104, 4.23857, -6.68357], [4.54102, 3.39335, -6.21514], [3.65896, 2.92225, -7.56855], [2.96719, 2.11511, -4.72846], [3.61173, 1.02631, -5.83390], [-1.13897, -3.48437, 4.45104], [-1.67408, -3.85943, 5.86602], [-2.78658, -4.97658, 5.90837], [-4.02855, -4.56487, 5.14315], [-4.97105, -4.23850, 4.53183], [-0.50428, -4.29879, 4.10178], [-0.46216, -2.63026, 4.47383], [-1.97742, -3.31167, 3.77629], [-2.09411, -2.96805, 6.33199], [-0.91219, -4.06696, 6.61739], [-3.14990, -5.14517, 6.92211], [-2.42595, -5.91177, 5.48001], [-0.73563, -7.56312, -1.29157], [-1.32626, -6.47608, -0.39643], [-2.62322, -5.91371, -1.03432], [-2.47901, -5.46721, -2.42018], [-2.33410, -5.04612, -3.49254], [-1.46351, -8.35055, -1.48721], [0.08504, -8.06445, -0.77847], [-0.34284, -7.21163, -2.24565], [-0.58157, -5.69954, -0.22171], [-1.49721, -6.84263, 0.61575], [-2.81570, -4.98417, -0.49857], [-3.40103, -6.66189, -0.88158]], "forces_ev_per_a": [[-0.09, -0.03, -0.11], [1.97, 0.53, -0.98], [-3.60, -3.61, -3.26], [1.01, 3.45, 0.96], [2.76, -0.02, 3.38], [-0.32, 0.19, -0.15], [-0.29, 0.06, 0.46], [-0.02, -0.36, -0.45], [-1.17, 0.70, 0.77], [0.16, -0.73, -0.31], [-0.41, -0.25, -0.51], [-0.03, 0.04, 0.18], [0.32, -1.19, -0.26], [-0.13, 1.75, -0.07], [0.29, -0.40, 0.27], [0.00, 0.02, -0.40], [0.16, -0.20, -0.24], [-0.08, 0.27, -0.11], [-0.09, -0.06, 0.15], [0.11, -0.12, 0.23], [-0.20, 0.02, 0.23], [-0.31, -0.12, -0.17], [-0.14, -0.21, 0.24], [0.08, 0.22, 0.10], [0.13, 0.40, 0.42], [-1.28, -2.05, -0.07], [0.51, 1.50, -0.36], [-1.43, -0.63, -4.28], [1.32, 0.21, 3.81], [0.13, -0.06, -0.02], [-0.15, 0.08, -0.04], [0.35, -0.04, 0.00], [0.12, -0.17, 0.11], [0.12, 0.32, -0.13], [0.14, 0.20, 0.34], [0.12, 0.20, 0.20], [-0.04, -0.21, -0.69], [0.29, 0.56, 0.68], [-0.36, 0.16, -0.33], [-0.91, 0.45, -0.47], [1.33, -0.33, 0.27], [-0.28, 0.04, -0.14], [0.20, 0.04, 0.47], [0.09, 0.33, -0.01], [0.41, -0.17, 0.02], [-0.39, -0.50, 0.27], [0.19, -0.58, 0.02], [-0.53, 0.19, -0.09], [0.17, 0.24, 0.34], [0.30, -0.16, -0.44], [0.13, 0.45, 0.15], [-1.35, 1.21, 0.08], [0.92, -1.26, -0.28], [-0.16, -0.25, 0.17], [0.07, -0.02, 0.11], [-0.04, 0.12, -0.03], [-0.05, 0.30, -0.14], [0.02, -0.15, 0.03], [-0.10, -0.07, -0.20], [0.09, -0.47, 0.20], [0.16, 0.75, -0.66], [-0.15, -0.83, -0.22], [0.03, 1.48, -0.49], [-0.06, -0.34, -0.97], [-0.13, -0.47, 1.59], [-0.35, -0.23, 0.34], [0.00, -0.31, -0.13], [0.16, 0.31, 0.30], [0.05, -0.12, -0.14], [0.03, -0.15, 0.15], [0.36, -0.22, 0.25], [-0.10, 0.15, -0.02], [-0.08, -1.05, 0.84], [-0.25, -0.30, -1.05], [1.30, 1.62, 0.31], [-0.95, -0.47, -0.19], [0.58, 0.25, 0.36], [0.09, -0.17, 0.14], [0.19, 0.43, 0.03], [0.02, -0.08, -0.39], [-0.13, -0.16, 0.58], [-0.22, -0.15, -0.15], [-0.61, 0.05, 0.20], [0.00, 0.01, -0.62], [0.16, -0.91, 1.11], [-0.84, 0.54, 0.17], [-0.41, 1.17, -0.83], [-0.78, 0.39, -0.95], [2.09, -0.64, 1.30], [-0.23, -0.19, -0.35], [-0.30, 0.24, 0.20], [0.11, 0.02, -0.09], [-0.44, 0.18, -0.27], [0.37, -0.62, -0.49], [0.36, -0.09, 0.08], [-0.06, -0.04, 0.09], [0.33, -0.55, 0.57], [0.47, -0.15, -0.90], [0.87, 0.39, 1.01], [0.28, 0.14, -1.37], [-0.23, -0.39, 1.42], [-0.14, 0.06, -0.11], [0.11, 0.04, 0.00], [-0.19, 0.23, 0.04], [-0.01, 0.32, -0.36], [-0.54, -0.22, -0.17], [-0.73, -0.14, 0.25], [-0.25, 0.35, -0.33]]}


[3]
{"formula": "C5H6OS", "method": "ωB97M-V/def2-TZVPD", "smiles": "C/C=C\\C(=O)C=S", "total_charge": 0, "multiplicity": 1, "orbital_gap_ev": 7.71, "e_above_lowest_kcal_mol": 28.86, "e_homo_ev": -9.091, "total_energy_ev": -18163.3865, "symbols": ["C", "C", "C", "C", "O", "C", "S", "H", "H", "H", "H", "H", "H"], "positions_angstrom": [[-2.11298, -0.00269, 0.00180], [-0.95807, -0.94561, -0.00072], [0.35595, -0.69667, -0.00300], [0.96549, 0.64106, 0.00214], [0.36470, 1.71014, -0.00323], [2.47704, 0.75586, -0.00130], [3.56182, -0.43258, 0.00109], [-2.75373, -0.17774, -0.87607], [-1.77369, 1.06455, 0.01681], [-2.73255, -0.17018, 0.87689], [-1.23011, -2.02379, -0.00187], [1.06235, -1.53244, -0.00793], [2.77378, 1.81008, -0.00461]], "forces_ev_per_a": [[0.45, 1.22, -0.26], [-0.18, -0.95, -0.03], [0.16, -0.14, 0.03], [-0.20, 0.71, -0.08], [0.31, -0.74, 0.03], [0.24, -0.05, 0.03], [-0.30, 0.25, 0.00], [0.21, 0.02, 0.21], [-0.39, -1.06, -0.11], [-0.13, -0.15, 0.19], [0.13, 0.75, -0.01], [-0.31, 0.33, 0.01], [0.00, -0.21, 0.00]]}


[4]
{"formula": "C4H9N3", "method": "ωB97M-V/def2-TZVPD", "total_charge": 0, "multiplicity": 1, "orbital_gap_ev": 8.04, "e_above_lowest_kcal_mol": 69.34, "e_homo_ev": -7.191, "total_energy_ev": -8761.5179, "symbols": ["C", "N", "N", "C", "C", "C", "N", "H", "H", "H", "H", "H", "H", "H", "H", "H"], "positions_angstrom": [[1.78997, -0.81322, -0.80939], [-2.15687, 0.46002, -0.81993], [-2.13232, 0.22082, 0.45246], [0.83044, 0.06734, -0.06743], [-1.20816, -0.22654, 1.28311], [0.72951, 1.38143, -0.28310], [0.07120, -0.59336, 0.89195], [-1.26917, 0.20516, -1.24671], [-3.00886, 0.49824, 0.89755], [0.38157, -1.51487, 1.15882], [-1.49967, -0.44553, 2.30359], [2.09729, -0.33812, -1.73459], [2.68002, -0.99413, -0.21274], [1.33518, -1.77481, -1.03963], [1.30853, 1.86141, -1.04903], [0.05134, 2.00617, 0.27506]], "forces_ev_per_a": [[-0.01, 0.05, 0.05], [-0.19, 0.19, -0.72], [0.16, -0.10, 0.51], [0.25, 0.38, 0.04], [0.04, -0.10, 0.39], [-0.24, -0.13, -0.04], [-0.42, -0.25, -0.26], [0.01, -0.04, 0.35], [0.34, -0.15, 0.03], [-0.06, 0.05, -0.04], [-0.13, 0.23, -0.19], [0.07, 0.03, -0.07], [0.17, -0.09, 0.11], [-0.02, -0.06, -0.09], [0.15, 0.00, -0.21], [-0.11, 0.00, 0.15]]}